[1]
Here is one molecule with the formula C4H8O2 from OMol25. Energies are from ωB97M-V/def2-TZVPD.

Its SMILES is C1COCOC1. Its largest force on an atom is 0.40 eV/Å. The total charge is 0. For the total energy, the calculation gives -307.64988 a.u. The frontier orbital gap comes out at 10.86 eV.

CARTESIAN COORDINATES (ANGSTROEM)
C -0.348 -0.239 1.041
C -0.329 1.227 0.529
O 0.195 1.406 -0.779
C 0.205 0.246 -1.549
O 1.024 -0.732 -0.988
C 0.521 -1.232 0.238
H 0.004 -0.298 2.079
H -1.384 -0.592 1.056
H -1.346 1.650 0.528
H 0.281 1.854 1.186
H 0.653 0.521 -2.504
H -0.818 -0.147 -1.715
H 1.402 -1.514 0.821
H -0.059 -2.149 0.056


[2]
Here is a 2-piece molecular cluster, H4S2Si overall at a distorted geometry from OMol25. Energies are from ωB97M-V/def2-TZVPD.

Its largest force on an atom is 2.20 eV/Å. The total charge is 0. For the total energy, the calculation gives -1088.12165 a.u. The frontier orbital gap (spin up / spin down) comes out at 8.71 / 5.35 eV.

CARTESIAN COORDINATES (ANGSTROEM)
Si -2.250 -0.187 -0.067
S 3.697 0.652 -0.099
S 2.481 -0.899 -0.147
H -1.115 0.475 0.472
H -3.743 -0.064 -0.277
H -2.029 -1.550 -0.474
H 2.960 1.572 0.593


The evaluated energy above the lowest of the compared OMol25 structures with the same formula, charge and spin for the records listed, in turn: 39.25; 102.82 kcal/mol.